[1]
ORCA calculation (ωB97M-V/def2-TZVPD) on C4H6N2 as an isolated structure.

LUMO level   0.0246 Eh
Frontier orbital gap   10.826 eV

```
! wB97M-V def2-TZVPD RIJCOSX def2/J DEFGRID3
* xyz 0 1
H -0.121 2.196 0.478
H -1.319 -0.291 1.110
C 0.981 -0.876 0.931
H -1.813 -0.009 -0.002
H 1.129 -0.662 1.996
H 1.931 -0.736 0.408
C -0.898 0.445 -0.786
C -0.391 0.324 -2.168
H 0.652 -1.910 0.818
C -0.114 0.016 0.456
N 0.011 0.204 -3.252
N -0.048 1.298 0.011
*
```

[2]
ORCA calculation (ωB97M-V/def2-TZVPD) on one molecule with the formula C4H6N2.

LUMO level   0.0272 Eh
Structure (SMILES)   C/C(N)=C/C#N
Frontier orbital gap   9.487 eV

```
! wB97M-V def2-TZVPD RIJCOSX def2/J DEFGRID3
* xyz 0 1
H -0.996 1.786 -0.088
H 0.737 1.962 -0.255
H -0.669 -1.917 0.041
N -0.064 1.358 0.055
C -2.187 -0.410 0.016
N -3.209 0.177 0.045
C -0.870 -0.875 -0.094
H 2.180 0.479 -0.133
H 1.773 -1.274 -0.677
C 0.120 0.009 -0.066
C 1.546 -0.440 0.056
H 1.640 -0.855 1.100
*
```

[3]
ORCA calculation (ωB97M-V/def2-TZVPD) on one molecule with the formula C4H6N2.

LUMO level   0.0375 Eh
Structure (SMILES)   NC1=CCN=C1
Frontier orbital gap   9.446 eV

```
! wB97M-V def2-TZVPD RIJCOSX def2/J DEFGRID3
* xyz 0 1
N -0.953 -0.154 1.495
C 0.576 -0.153 -0.246
H 0.840 -1.134 1.796
C -0.510 0.465 -0.754
N 1.804 -0.454 -0.822
C 0.212 -0.537 1.132
H 2.040 0.119 -1.621
H 2.575 -0.497 -0.168
H -0.597 0.917 -1.736
C -1.574 0.415 0.301
H -2.360 -0.317 0.055
H -2.082 1.366 0.495
*
```

[4]
ORCA calculation (ωB97M-V/def2-TZVPD) on one molecule with the formula C4H6N2.

LUMO level   0.0220 Eh
Frontier orbital gap   9.397 eV

```
! wB97M-V def2-TZVPD RIJCOSX def2/J DEFGRID3
* xyz 0 1
C 1.211 0.785 -1.619
H -0.431 0.115 2.073
H -0.265 1.600 1.109
C -0.548 -0.199 -0.049
H -0.541 0.005 -2.131
H 1.087 0.450 1.237
C -0.397 -1.660 0.104
N 0.057 0.229 -1.340
H -1.622 0.000 -0.126
N -0.293 -2.804 0.230
H 1.740 0.937 -0.655
C 0.002 0.541 1.165
*
```

[5]
ORCA calculation (ωB97M-V/def2-TZVPD) on C4H6N2 as an isolated structure.

LUMO level   0.0321 Eh
Frontier orbital gap   9.386 eV

```
! wB97M-V def2-TZVPD RIJCOSX def2/J DEFGRID3
* xyz 0 1
H -0.930 -2.007 -0.116
H 2.125 -1.028 -0.441
C -0.141 -1.310 -0.377
N 0.271 1.061 0.339
N -1.872 1.496 -0.381
H -0.461 2.988 0.106
H 1.526 -1.222 1.223
C 1.358 -1.513 0.171
C -0.045 -0.085 -0.005
C -0.734 1.945 -0.017
H -2.507 2.259 -0.581
H 1.409 -2.583 0.080
*
```

[6]
ORCA calculation (ωB97M-V/def2-TZVPD) on one molecule with the formula C4H6N2.

LUMO level (spin up / spin down)   0.0186 / 0.0186 Eh
Frontier orbital gap (spin up / spin down)   7.936 / 7.935 eV

```
! wB97M-V def2-TZVPD RIJCOSX def2/J DEFGRID3
* xyz 0 1
N 0.316 -1.474 -0.700
H -1.623 0.288 0.384
H 0.565 -2.343 -1.159
C 0.331 0.626 -0.260
C -0.623 -0.032 0.711
H -0.543 0.179 1.786
H -0.875 -2.344 0.811
C -0.464 -1.456 0.347
H 0.999 2.332 -1.033
H 0.676 2.430 0.598
N 0.388 2.023 -0.286
C 0.852 -0.229 -1.199
*
```

[7]
ORCA calculation (ωB97M-V/def2-TZVPD) on one molecule with the formula C4H6N2.

LUMO level   0.0363 Eh
Structure (SMILES)   Cc1ccn[nH]1
Frontier orbital gap   9.898 eV

```
! wB97M-V def2-TZVPD RIJCOSX def2/J DEFGRID3
* xyz 0 1
H -2.306 -0.005 0.695
C 0.604 -0.710 0.398
C -0.304 0.292 0.282
H 0.060 2.294 -0.321
N 0.383 1.358 -0.152
H 0.444 -1.706 0.737
H -1.977 0.132 -1.035
C -1.634 -0.274 -0.092
N 1.679 1.086 -0.322
C 1.800 -0.185 -0.007
H 2.721 -0.720 -0.063
H -1.629 -1.370 -0.181
*
```

[8]
ORCA calculation (ωB97M-V/def2-TZVPD) on one molecule with the formula C4H6N2.

LUMO level   0.0270 Eh
Frontier orbital gap   8.516 eV

```
! wB97M-V def2-TZVPD RIJCOSX def2/J DEFGRID3
* xyz 0 1
H 1.692 1.395 -0.796
H -0.296 0.192 1.981
C -0.604 -1.522 -0.767
H 0.249 2.418 -0.851
C 0.780 1.667 -0.262
C -0.301 -0.195 0.971
C -0.173 -0.340 -1.326
N 0.005 0.441 -0.166
H 1.038 2.060 0.725
N -0.680 -1.424 0.623
H -0.919 -2.153 1.278
H -0.796 -2.473 -1.242
*
```

[9]
ORCA calculation (ωB97M-V/def2-TZVPD) on one molecule with the formula C4H6N2.

LUMO level   0.0181 Eh
Frontier orbital gap   8.937 eV

```
! wB97M-V def2-TZVPD RIJCOSX def2/J DEFGRID3
* xyz 0 1
H 2.072 1.317 -0.606
C -2.017 -0.292 -0.011
H 1.830 1.055 0.998
C -0.550 0.002 -0.048
H 2.458 -1.222 -0.180
H -2.275 -0.884 0.876
N 1.508 0.792 0.063
N 0.346 -1.119 -0.159
H -2.344 -0.859 -0.890
C 1.526 -0.672 -0.117
H -2.571 0.649 0.029
C 0.015 1.235 0.044
*
```

[10]
ORCA calculation (ωB97M-V/def2-TZVPD) on C4H6N2 as an isolated structure.

LUMO level   0.0454 Eh
Frontier orbital gap   9.123 eV

```
! wB97M-V def2-TZVPD RIJCOSX def2/J DEFGRID3
* xyz 0 1
C -1.186 -0.498 -0.493
H -1.515 1.624 0.312
C 0.830 -0.353 -0.823
H 1.394 -0.503 -1.748
H 1.053 -0.823 1.175
H 1.099 1.826 -0.156
N 1.451 -0.233 0.437
H -0.717 -1.013 1.487
H -0.820 -1.163 -1.247
C 0.622 0.862 -0.034
C -0.877 0.749 0.213
N -1.333 -0.475 0.877
*
```

[11]
ORCA calculation (ωB97M-V/def2-TZVPD) on one molecule with the formula C4H6N2.

LUMO level   0.0363 Eh
Structure (SMILES)   C=C1CN2N[C@@H]12
Frontier orbital gap   10.362 eV

```
! wB97M-V def2-TZVPD RIJCOSX def2/J DEFGRID3
* xyz 0 1
H -2.504 0.321 0.156
C -1.785 -0.462 0.012
H 0.091 1.970 -0.671
H 0.184 1.711 0.967
C -0.524 -0.135 -0.109
N 1.751 -0.571 0.570
N 1.554 0.489 -0.418
C 0.297 1.189 -0.023
H -1.950 -1.455 -0.433
H 1.227 -0.387 1.487
C 0.811 -0.890 -0.390
H 0.848 -1.779 -1.148
*
```

[12]
ORCA calculation (ωB97M-V/def2-TZVPD) on one molecule with the formula C4H6N2.

LUMO level   0.0164 Eh
Structure (SMILES)   Cc1cn[nH]c1
Frontier orbital gap   9.459 eV

```
! wB97M-V def2-TZVPD RIJCOSX def2/J DEFGRID3
* xyz 0 1
C 0.072 -0.215 0.005
H 0.883 1.049 -1.578
C 0.418 0.948 -0.607
H -0.117 2.332 0.692
C 0.876 -1.485 0.110
N -1.634 1.328 0.146
C -1.302 0.090 0.353
H 0.590 -2.104 0.971
H 0.774 -2.100 -0.787
H -2.061 -0.596 0.703
H 1.942 -1.256 0.236
N -0.441 2.010 -0.243
*
```

Energy relative to the best compared isomer or geometry (same formula, charge and spin) per entry: 5.249 0.803 0.941 2.925 3.868 3.209 1.515 2.346 3.529 6.463 4.575 2.793 eV